No. 1
Density functional theory data (the ωB97M-V functional and the def2-TZVPD basis) for a structure of composition C34H28ClF6O3P2RuS2Sb.

Atoms and positions in Å:
C: 3.493304 2.887991 2.137002
H: -1.352295 5.995998 -4.563659
S: 2.409574 -1.101540 -1.728979
F: -2.288700 -0.996451 3.546640
C: -1.114968 3.047008 -2.097914
C: -0.351728 5.202126 -2.841325
H: -1.079187 1.130406 3.867159
F: -3.828610 -3.153692 0.859811
O: 0.073267 -3.146534 -0.962401
S: -1.882247 -0.047432 -1.580821
H: 4.022133 2.106310 4.061814
C: 0.622254 0.871752 -1.072817
H: 0.459878 4.170756 -1.147269
H: -2.048438 4.141833 0.066924
F: -4.612626 -2.350480 3.329573
C: 4.869769 3.307997 -3.220032
C: -2.066598 3.909703 2.190969
Sb: -3.121598 -2.074778 2.227190
F: -1.560597 -1.794803 1.130472
C: -0.995945 1.376026 1.752737
H: -2.850812 4.049486 -4.820936
H: -3.697327 -5.800058 -1.726390
C: 4.356877 2.465848 -2.246193
H: 0.307214 6.053426 -2.732494
H: -0.620881 0.370666 1.598364
H: 4.969949 2.178534 -1.400881
C: -3.779253 -6.436743 0.316327
C: -1.115986 -5.797726 0.460917
H: 5.884377 3.673284 -3.135036
Cl: -5.472405 -6.829303 0.239926
H: -0.231356 -3.993574 1.910788
C: 2.267076 2.356737 -3.454251
O: 0.238638 -5.478135 0.518311
C: 3.265456 0.222836 1.356270
C: 3.742593 1.865081 3.044679
C: -1.782101 3.071254 3.260437
H: 3.147884 -0.808065 1.049229
F: -3.859809 -0.518526 1.454333
C: -0.997259 -6.512090 2.882307
H: 2.172239 3.490920 -5.266247
H: -1.029112 -5.603809 3.486947
H: -1.992115 3.397959 4.270632
H: -1.272517 -5.215246 -1.579491
C: 4.081931 3.680439 -4.301080
H: 4.485055 4.341043 -5.057402
Ru: 0.164289 -0.918133 -0.876051
C: -0.265958 4.144406 -1.953170
C: 0.546080 -3.102897 0.188411
H: -1.448618 -7.315759 3.462796
C: 3.050260 1.996293 -2.359764
H: 3.818806 -0.254920 3.367182
H: 0.046208 -6.763442 2.696070
P: 2.364208 0.843071 -1.168090
O: 1.003713 -1.967909 0.620592
H: 1.258412 1.972874 -3.553334
C: 2.782921 3.204897 -4.420271
H: -2.498640 4.886672 2.361995
H: -3.618476 -7.015614 2.364772
H: 3.577123 3.921590 2.445070
C: -1.810862 3.490207 0.896625
C: 3.133318 2.584543 0.835908
H: -2.685001 2.145296 -3.250431
H: 2.939736 3.382070 0.128494
C: -2.041157 3.007987 -3.133093
C: -1.255405 1.806394 3.043251
C: 0.516803 -4.256986 1.155222
C: -1.264358 2.224107 0.677681
C: -3.093607 -6.626570 1.502123
H: 1.493332 -4.321486 1.638997
C: 3.023646 1.248001 0.446632
C: -1.284739 5.166893 -3.871485
C: -1.800457 -5.621410 -0.729218
C: -2.127345 4.075411 -4.017295
C: 3.631284 0.538588 2.656733
P: -0.925976 1.649556 -0.980804
C: -3.144679 -5.942628 -0.808739
C: -1.742541 -6.314306 1.593266
F: -2.207339 -3.573232 2.955764

Atoms 1-3, force components in eV/Å:
0.003 0.011 0.010
-0.001 0.001 -0.002
-0.053 0.215 -0.054

Calculated values
frontier orbital gap (alpha / beta) = 5.95 / 5.95 eV
net charge = 0
molecular weight = 982.95 g/mol
spin multiplicity = 1
electronic energy = -120054.7326 eV
ΔE to the lowest compared entry with this formula, charge and spin = 19.4 kcal/mol



No. 2
Density functional theory data (the ωB97M-V functional and the def2-TZVPD basis) for a cluster of 6 separate species, C34H28ClO22 in total in a non-equilibrium geometry.

Atoms and positions in Å:
H: -1.785751 3.749451 -1.561180
H: -1.071132 -0.752352 3.470608
H: 1.134333 1.145022 3.284716
O: 6.281923 3.158968 -2.739219
C: -2.000274 -1.813890 5.514891
C: 3.484531 2.953638 -5.834294
O: -5.002100 3.125927 1.444301
C: -5.484093 -0.830009 -5.609177
C: 4.143260 -5.450190 2.743158
O: -1.784378 -0.174770 3.722678
O: -2.471632 -0.041297 -3.559406
O: 2.280430 -4.169023 2.090002
H: -1.512936 -1.974436 6.481019
C: -3.470713 0.308986 5.320753
H: -5.851667 -1.656718 -6.200417
C: -2.807672 3.403701 2.255533
C: 3.457377 0.380258 0.167813
C: -4.173429 -0.982308 -4.978115
H: 2.584780 -8.313028 0.489590
C: -5.318306 -1.135692 5.080840
O: -6.328775 2.441298 -4.530735
O: 0.073454 3.996864 0.257812
C: 4.760222 3.196675 -6.142755
O: 1.446779 -1.402701 2.761665
O: 1.175382 -6.093627 0.584965
C: 5.324131 3.087013 -3.675538
H: 5.093790 3.329681 -7.162200
C: -2.086251 -0.331338 5.097204
H: -1.396195 -2.349354 4.767343
C: -3.825366 3.304386 1.211305
H: 6.168988 -7.777869 3.012853
C: 4.775466 -6.621064 2.628304
C: -6.180442 0.296587 -5.445651
C: 4.239531 -7.724166 1.781059
O: 3.042009 -1.889720 0.666531
O: 5.928950 -6.871746 3.266650
O: 4.867964 -8.764607 1.698550
O: -3.491825 -1.979551 -5.108052
H: -1.329667 0.239236 5.665507
H: 1.762918 -2.213915 2.315504
O: -4.384772 -0.239676 4.422771
C: -4.359769 1.271317 -3.980029
H: -5.168129 3.152026 -0.636164
C: 2.864272 -0.720207 0.931636
H: -3.363593 1.375019 5.067680
C: 2.888381 -5.220296 2.032217
H: -3.999345 2.092263 -3.375204
H: 4.074064 0.122338 -0.682005
H: 3.716292 2.700102 -2.344136
C: 1.992160 -0.377191 2.089878
O: -0.575768 3.718082 2.875323
C: 4.047754 2.847242 -3.364955
O: 1.861728 2.573982 -4.198069
H: -3.792307 0.241052 6.365840
C: 1.766804 0.889095 2.444277
O: -4.347898 3.308031 -1.136041
C: 2.338393 -6.331355 1.204814
H: 7.102308 3.341528 -3.225154
C: -3.386689 3.430857 -0.208781
O: 6.938165 3.524395 -5.311105
C: 2.373407 1.985459 1.701527
H: 3.417548 3.478538 0.308033
O: 3.740962 2.684653 -0.152422
H: -7.665237 1.363629 -5.732583
C: 2.973785 -7.501732 1.088222
C: -1.096871 3.778815 0.509889
C: -1.529910 3.624163 1.933614
O: 2.207350 3.154882 1.991935
H: 0.930903 -5.185215 0.828584
C: -3.664069 0.142916 -4.139829
H: 0.265433 3.876180 2.409701
C: 3.038114 2.775023 -4.420668
H: -2.185928 -0.928805 -3.830816
C: 5.766050 3.291277 -5.086150
H: -3.134608 3.290076 3.279324
C: -2.112698 3.654307 -0.534881
H: 1.710277 2.681932 -6.286226
H: -2.977516 -2.301679 5.498738
C: -5.658848 1.431976 -4.628869
O: 2.533379 2.857519 -6.772681
C: 3.225253 1.645780 0.525724
H: -4.821030 -1.505051 6.007753
H: 4.525287 -4.643702 3.353082
Cl: -5.341089 -2.628005 3.947226
O: -7.385606 0.474143 -6.005433

Atoms 1-3, force components in eV/Å:
0.005 -0.004 0.005
0.341 -0.407 0.073
-0.052 -0.016 -0.030

Calculated values
frontier orbital gap = 1.35 eV
net charge = -1
molecular weight = 824.03 g/mol
spin multiplicity = 1
electronic energy = -93275.3146 eV



No. 3
Density functional theory data (the ωB97M-V functional and the def2-TZVPD basis) for a structure of composition C34H28N9O10Ti in a non-equilibrium geometry.

Atoms and positions in Å:
H: 1.802911 -7.715693 16.752106
O: 1.517799 -14.857324 9.411340
C: -0.953144 -12.315141 18.117733
C: -0.942046 -7.843578 20.057402
H: 1.392332 -13.293991 19.069797
H: -1.805325 -8.574123 13.006458
C: -0.930482 -12.789384 13.144451
C: -6.421588 -13.047634 15.781513
O: -1.890035 -12.462802 22.266146
C: -4.568128 -6.860593 13.928287
Ti: -1.608523 -11.025235 15.404062
O: -1.555571 -9.318551 16.759689
H: 0.683541 -9.677593 19.755547
C: -2.956750 -8.848386 19.158747
O: -1.654853 -12.584315 14.160682
O: -3.541559 -11.018417 21.686927
N: -1.458585 -15.271226 13.239256
C: -0.849959 -14.092271 12.594760
N: 0.457119 -8.993202 17.767803
H: -1.556578 -6.999487 20.281840
C: 0.751070 -13.344828 10.960839
H: -3.550136 -7.914422 19.048492
C: 1.249404 -9.290509 18.929133
H: 1.135271 -11.232999 10.870221
C: 1.208093 -8.626286 16.567420
H: -4.474444 -12.339223 19.608314
C: -0.911166 -8.950664 17.780626
C: 2.678650 -12.460360 16.124669
N: -1.528125 -8.533050 18.922789
C: -2.412452 -12.163030 20.020378
C: -5.485129 -13.174957 16.799983
N: 0.375034 -11.856518 16.219995
C: -3.509427 -12.404982 19.158226
H: -0.273970 -12.153123 20.130929
N: 1.565468 -13.715580 9.825905
N: -3.897531 -11.837406 15.560745
C: 0.030241 -14.374466 11.575325
H: -4.353229 -11.357066 13.718714
C: -4.265087 -12.492520 16.708890
C: -2.668086 -11.870770 21.497393
C: -4.762704 -11.846695 14.581960
N: -6.036182 -4.798859 13.486080
H: -3.033181 -6.663117 12.311595
H: 1.925132 -9.423778 16.245353
N: -3.160849 -9.179489 14.542658
H: -7.374716 -13.539415 15.878631
H: -5.682229 -13.769163 17.674290
C: -2.701705 -8.334237 13.539655
H: 3.512592 -13.455268 17.837458
C: -4.262996 -8.841910 15.202911
O: -0.044995 -9.375660 12.177864
H: -5.773140 -7.424824 15.647558
C: 2.656289 -13.008167 17.391452
C: 1.485998 -12.945961 18.085564
N: -2.015333 -12.346847 17.309106
O: -0.438675 -10.138813 14.219847
H: 0.021245 -7.392395 19.723839
C: -3.239974 -12.449477 17.810281
C: -4.930186 -7.668615 14.991571
C: -1.110894 -12.184960 19.470314
O: -0.748107 -16.167847 13.608672
O: 2.248651 -12.836649 9.299912
C: -0.178148 -11.753761 12.474990
H: -6.676895 -12.325897 13.772773
H: 1.537613 -11.441420 14.557377
H: -3.256825 -9.553320 18.357833
H: 0.550563 -8.475392 15.666157
H: 1.805115 -8.391010 19.212121
C: -6.040815 -12.365141 14.629000
C: -3.422240 -7.252957 13.158728
C: -5.321686 -5.690240 13.650085
O: -2.671541 -15.333377 13.303469
H: -3.109127 -9.307196 20.145445
H: 3.543914 -12.522204 15.473143
C: 0.633086 -12.029201 11.383020
H: 1.973006 -10.030754 18.674180
C: 1.532970 -11.919082 15.532477
H: 0.244450 -15.412070 11.374701
H: -0.829959 -8.508594 20.932092
H: -4.607231 -9.467353 16.012832
C: -0.198489 -10.320876 12.929164
C: 0.354685 -12.377995 17.457993

Atoms 1-3, force components in eV/Å:
-0.262 -0.219 0.001
-0.072 -0.059 0.282
-0.477 0.100 0.335

Calculated values
frontier orbital gap (alpha / beta) = 7.28 / 7.23 eV
net charge = 0
molecular weight = 770.52 g/mol
<S²> = 0.75
spin multiplicity = 2
electronic energy = -92712.4371 eV
ΔE to the lowest compared entry with this formula, charge and spin = 0.0 kcal/mol